# 1
5 unconnected molecules or ions with the total composition C16H37BO14Si, computed with ωB97M-V/def2-TZVPD.

Total energy in eV: -54413.629
Orbital gap in eV: 10.60
SMILES string: OB(O)[SiH3].CCOC(=O)OC.CCOC(=O)OC.CCOC(=O)OC.CCOC(=O)OC

The geometry in XYZ format:
```
69
C16H37BO14Si, DFT ωB97M-V/def2-TZVPD
O -0.2057 -3.0646 -0.7137
B -1.0848 -2.0319 -0.9450
O -0.5472 -0.7813 -1.0322
Si -3.1037 -2.2424 -1.0808
H -0.4260 -3.7995 -1.2956
H -1.2191 -0.1276 -1.2484
H -3.6977 -1.1531 -0.2684
H -3.4976 -2.0517 -2.4977
H -3.6063 -3.5327 -0.5619
C 0.3826 1.8162 6.2296
C 1.1931 2.0287 4.9702
O 1.4387 0.7946 4.2738
C 0.4140 0.3223 3.5653
O -0.6680 0.8389 3.4460
O 0.8011 -0.8188 2.9961
C -0.2170 -1.4841 2.2402
H 0.8656 1.0785 6.8712
H 0.2963 2.7537 6.7787
H -0.6194 1.4612 5.9941
H 2.1844 2.4087 5.2090
H 0.7105 2.7354 4.2956
H -0.6589 -0.7995 1.5235
H -0.9852 -1.8798 2.9040
H 0.2764 -2.3009 1.7239
C 2.7245 1.9538 1.5016
C 4.1379 1.6206 1.0845
O 4.7668 2.7109 0.3864
C 5.2037 3.7040 1.1561
O 5.1496 3.7541 2.3590
O 5.7290 4.6423 0.3651
C 6.2021 5.8016 1.0555
H 2.1372 2.2759 0.6399
H 2.2527 1.0823 1.9478
H 2.7116 2.7609 2.2336
H 4.1457 0.7961 0.3744
H 4.7489 1.3349 1.9400
H 6.8963 5.5258 1.8458
H 5.3672 6.3582 1.4780
H 6.7087 6.4058 0.3091
C 3.4039 -1.5491 -1.5057
C 2.6602 -2.7202 -2.1083
O 3.2102 -3.1085 -3.3828
C 4.3322 -3.8208 -3.3286
O 4.8950 -4.1941 -2.3309
O 4.7279 -4.0690 -4.5798
C 5.9579 -4.7917 -4.6784
H 3.4278 -0.7140 -2.2071
H 2.9017 -1.2269 -0.5927
H 4.4304 -1.8199 -1.2612
H 1.6341 -2.4394 -2.3179
H 2.6505 -3.5762 -1.4355
H 5.9173 -5.7078 -4.0937
H 6.7879 -4.1754 -4.3372
H 6.0809 -5.0268 -5.7312
C -8.6429 0.8542 -4.1290
C -8.5004 -0.4299 -3.3424
O -7.4835 -0.3300 -2.3305
C -7.8399 0.3273 -1.2269
O -8.9235 0.8004 -0.9983
O -6.7877 0.3600 -0.4083
C -6.9995 1.0916 0.8035
H -7.6813 1.1505 -4.5494
H -9.3525 0.7146 -4.9443
H -9.0026 1.6622 -3.4941
H -8.1668 -1.2411 -3.9864
H -9.4426 -0.7247 -2.8820
H -7.8883 0.7369 1.3196
H -7.0954 2.1550 0.5913
H -6.1191 0.9154 1.4140
```



# 2
C2H5N3O in the gas phase, computed with ωB97M-V/def2-TZVPD.

Total energy in eV: -8668.363
Orbital gap in eV: 9.77
SMILES string: [H]/N=C/N(O)/C=N/[H]

The geometry in XYZ format:
```
11
C2H5N3O, DFT ωB97M-V/def2-TZVPD
C 1.1429 -0.4610 -0.0889
C -1.3746 -0.3468 0.0889
H 1.2402 1.5239 0.1813
H 0.9596 -1.6184 0.1520
H 2.9202 -0.1676 -0.4134
H -1.4975 -1.5709 0.3012
H -3.3482 0.0926 -0.1482
N -0.0291 0.2240 0.4426
N 2.1301 0.2801 -0.2555
N -2.3012 0.4980 -0.3668
O 0.1578 1.5461 0.1067
```



# 3
C22H33N3O in the gas phase, computed with ωB97M-V/def2-TZVPD.

Total energy in eV: -29868.645
Orbital gap in eV: 8.10
SMILES string: CN(CCCNC(=O)CCc1cn(C)c2ccccc12)C1CCCCC1

The geometry in XYZ format:
```
59
C22H33N3O, DFT ωB97M-V/def2-TZVPD
C -3.1643 -0.8808 -1.8391
N -2.3810 -1.5877 -0.8444
C -2.0429 -2.9360 -1.2857
H -1.7435 -3.5188 -0.4138
C -0.8816 -2.9604 -2.2860
H -1.1425 -2.4096 -3.1903
H -0.7014 -3.9987 -2.5700
C 0.4052 -2.3727 -1.7034
N 0.2653 -0.9591 -1.4414
C 0.8753 -0.0222 -2.2046
O 1.7312 -0.2870 -3.0238
C 0.3998 1.3970 -1.9235
H -0.3572 1.6309 -2.6775
H -0.0663 1.4528 -0.9387
C 1.5459 2.4024 -2.0341
C 2.4749 2.3528 -0.8647
C 2.7151 1.3074 -0.0220
N 3.6533 1.6445 0.9181
C 4.0427 2.9329 0.6923
C 4.9637 3.7271 1.3658
C 5.1569 5.0119 0.9071
C 4.4531 5.5029 -0.1963
C 3.5400 4.7224 -0.8680
C 3.3209 3.4175 -0.4275
H 3.0045 5.1095 -1.7224
H 4.6367 6.5161 -0.5238
H 5.8666 5.6550 1.4071
H 5.5111 3.3513 2.2178
C 4.1540 0.7882 1.9529
H 3.6789 -0.1880 1.8729
H 5.2359 0.6613 1.8586
H 3.9393 1.2067 2.9406
H 2.2874 0.3229 -0.0228
H 2.1042 2.1791 -2.9490
H 1.1431 3.4142 -2.1243
H -0.5912 -0.7347 -0.9432
H 0.6566 -2.8861 -0.7683
H 1.2320 -2.4907 -2.4083
H -2.9139 -3.4344 -1.7428
C -2.9486 -1.4965 0.5007
C -1.8766 -1.7350 1.5695
C -2.4477 -1.4539 2.9570
C -3.6594 -2.3407 3.2275
C -4.7252 -2.1280 2.1571
C -4.1551 -2.4076 0.7696
H -4.9246 -2.2371 0.0135
H -3.8493 -3.4540 0.7102
H -5.5778 -2.7842 2.3446
H -5.0824 -1.0962 2.2015
H -4.0723 -2.1162 4.2129
H -3.3492 -3.3883 3.2259
H -1.6807 -1.6306 3.7137
H -2.7452 -0.4047 3.0220
H -1.0201 -1.0861 1.3768
H -1.5286 -2.7687 1.5345
H -3.2844 -0.4572 0.6078
H -2.6010 -0.8306 -2.7694
H -4.1303 -1.3616 -2.0498
H -3.3493 0.1374 -1.4991
```



# 4
A molecular structure, C4H2Cl2FNS, computed with ωB97M-V/def2-TZVPD.

Total energy in eV: -44264.257
Orbital gap in eV: 8.32

The geometry in XYZ format:
```
11
C4H2Cl2FNS, DFT ωB97M-V/def2-TZVPD
C 0.0703 1.7375 -0.0612
C 0.4379 -0.1044 1.4952
C 1.4331 0.1937 0.6504
C -1.7845 -1.3177 -1.4223
N 1.1903 1.1722 -0.2900
F 2.5552 -0.5406 0.7505
S -0.9286 0.9388 1.1091
Cl -1.6127 -2.9538 -1.1410
Cl -1.2630 -0.8943 -2.9077
H -0.3087 2.7294 -0.3523
H 0.2108 -0.9608 2.1694
```



# 5
2 unconnected molecules or ions with the total composition C8H10FO2, computed with ωB97M-V/def2-TZVPD.

Net charge: -1
Total energy in eV: -15265.958
Orbital gap in eV: 6.90

The geometry in XYZ format:
```
21
C8H10FO2, DFT ωB97M-V/def2-TZVPD
C -0.6758 0.9526 0.5479
C 1.1355 1.7843 -0.5826
C 2.3992 1.1520 -0.8293
C -1.4305 0.5786 -0.6811
C -0.7472 -0.6627 -1.3177
C 0.2219 -1.2085 -0.2260
C -0.0226 -0.3009 1.0378
C -0.7383 -0.9922 2.2558
O 2.6492 2.3453 -0.2718
O 3.0508 0.1857 -1.1445
F 0.6671 2.5463 -1.5671
H -2.4662 0.3296 -0.2860
H -1.7319 1.5280 -1.3670
H -1.4333 -1.3528 -1.8015
H -0.1312 -0.2765 -2.1026
H 0.1243 -2.2690 -0.0119
H 1.2533 -0.9674 -0.5612
H 1.0157 -0.0781 1.4300
H -1.2193 -0.1792 2.8458
H -0.2749 -1.6907 2.8648
H -1.6457 -1.4246 1.7682
```



# 6
A molecular structure, C55H51N6O4P2ReSi, computed with ωB97M-V/def2-TZVPD.

Net charge: +1
Total energy in eV: -103578.162
Orbital gap (spin up / spin down) in eV: 7.58 / 6.75
Multiplicity: 2

The geometry in XYZ format:
```
120
C55H51N6O4P2ReSi, DFT ωB97M-V/def2-TZVPD
Re -0.2878 -0.2099 0.2894
O 0.8012 1.9839 -3.1118
C 0.7474 1.2708 -2.1433
N -0.1917 1.2762 -1.1282
C -1.1485 2.3147 -1.0059
O -1.0852 3.3879 -1.5329
C -2.2900 1.8633 -0.0685
C -3.0254 3.0161 0.5525
C -3.3571 3.1358 1.8333
C -2.8608 2.2119 2.8892
C -1.9665 1.1082 2.3049
N -1.6124 0.9896 0.9118
C 1.7716 0.1865 -1.9141
C 2.8108 -0.0015 -2.8011
C 3.6822 -1.0547 -2.5872
C 3.4824 -1.8805 -1.4909
C 2.4278 -1.6152 -0.6409
N 1.5878 -0.5942 -0.8418
H -3.3614 3.7542 -0.1661
H -3.9531 3.9883 2.1415
H -2.3595 2.7932 3.6670
H -1.0588 1.0299 2.8946
H 2.8882 0.6660 -3.6476
H 4.4950 -1.2446 -3.2752
H 4.1315 -2.7205 -1.2894
H 2.2261 -2.2459 0.2148
N 0.5835 -1.0490 3.1258
P 1.2879 0.0616 2.0984
C 3.0636 -0.2080 2.1303
C 3.6329 -1.2313 2.8800
C 5.0152 -1.3641 2.9268
C 5.8214 -0.4895 2.2158
C 5.2522 0.5256 1.4542
C 3.8775 0.6693 1.4119
C 1.1408 1.7341 2.8041
C 1.2603 1.9219 4.1812
C 1.1338 3.1888 4.7253
C 0.9124 4.2820 3.8954
C 0.8201 4.1066 2.5231
C 0.9342 2.8345 1.9781
P -0.8147 -1.6372 2.3151
C -0.6722 -3.4308 2.5390
C 0.5852 -4.0268 2.4556
C 0.7266 -5.3973 2.6184
C -0.3894 -6.1799 2.8734
C -1.6444 -5.5913 2.9601
C -1.7897 -4.2234 2.7916
C -2.1932 -1.0503 3.3714
C -2.2239 -1.1549 4.6988
C -3.0378 -0.2201 5.5018
C -3.6901 0.8214 4.9772
C -3.7749 1.0663 3.5006
C -2.9716 0.0276 2.6934
H 0.9051 -1.3253 4.0436
H 3.0156 -1.9359 3.4225
H 5.4581 -2.1539 3.5187
H 6.8972 -0.5962 2.2538
H 5.8821 1.2059 0.8968
H 3.4367 1.4695 0.8266
H 1.4309 1.0745 4.8364
H 1.2107 3.3270 5.7956
H 0.8151 5.2714 4.3222
H 0.6523 4.9544 1.8723
H 0.8487 2.7104 0.9050
H 1.4619 -3.4231 2.2512
H 1.7065 -5.8509 2.5487
H -0.2818 -7.2480 3.0086
H -2.5152 -6.2009 3.1618
H -2.7691 -3.7700 2.8544
H -1.5924 -1.8603 5.2299
H -3.0431 -0.3642 6.5748
H -4.2251 1.4967 5.6357
H -4.8217 1.1548 3.2043
H -3.4888 -0.3421 1.8161
O -2.6681 -2.3628 0.8019
C -2.1887 -2.4610 -0.3226
N -2.6922 -3.1912 -1.3306
C -1.8616 -3.1789 -2.5222
C -0.7828 -2.1796 -2.0746
O 0.1436 -1.8431 -2.7610
N -1.0070 -1.8269 -0.7386
C -1.1699 -4.5173 -2.7688
C -1.1475 -5.5113 -1.7997
C -0.4680 -6.7008 -2.0360
C 0.1994 -6.8949 -3.2340
C 0.1857 -5.8960 -4.2002
C -0.4962 -4.7135 -3.9710
C -2.6330 -2.6939 -3.7430
C -2.4095 -1.4624 -4.3435
C -3.1613 -1.0812 -5.4494
C -4.1385 -1.9214 -5.9553
C -4.3649 -3.1549 -5.3568
C -3.6102 -3.5407 -4.2627
H -3.5580 -3.6953 -1.2363
H -1.6536 -5.3662 -0.8534
H -0.4653 -7.4748 -1.2796
H 0.7298 -7.8199 -3.4174
H 0.7035 -6.0422 -5.1390
H -0.5073 -3.9365 -4.7246
H -1.6407 -0.7960 -3.9753
H -2.9726 -0.1229 -5.9160
H -4.7215 -1.6214 -6.8159
H -5.1194 -3.8217 -5.7529
H -3.7688 -4.5181 -3.8191
C -5.7798 0.2615 -2.3426
Si -5.1862 0.9755 -0.7229
C -5.7473 -0.1733 0.6444
C -5.9706 2.6527 -0.4800
C -3.3019 1.1407 -1.0194
H -6.8626 0.1166 -2.3255
H -5.3176 -0.7054 -2.5502
H -5.5479 0.9191 -3.1826
H -6.7520 -0.5167 0.3829
H -5.8216 0.3263 1.6125
H -5.1180 -1.0557 0.7597
H -7.0569 2.5621 -0.5582
H -5.6453 3.3604 -1.2463
H -5.7388 3.0810 0.4949
H -3.3028 1.7151 -1.9558
H -2.9027 0.1580 -1.2909
```



In the order shown, the computed relative energy (zero: lowest compared OMol25 entry of this formula, charge and spin) values come out to 15.5; 509.3; 83.6; 56.5; 500.0; 127.1 kJ/mol.